# 1
# C18H66N14O15

15 unconnected molecules or ions with the total composition C18H66N14O15 (ωB97M-V/def2-TZVPD, the Open Molecules 2025 dataset).

CARTESIAN COORDINATES (ANGSTROEM)
C 0.25 -4.62 -0.47
C 0.21 -3.93 -1.84
O 1.17 -2.91 -1.82
H -0.66 -5.27 -0.29
H 0.29 -3.89 0.27
H 1.09 -5.33 -0.32
H -0.75 -3.47 -1.95
H 0.36 -4.69 -2.64
H 1.46 -2.72 -2.70
C -0.53 4.79 -3.27
C 0.34 4.10 -2.11
O -0.10 2.82 -1.88
H -1.55 4.83 -2.91
H -0.45 4.38 -4.30
H -0.10 5.76 -3.19
H 0.16 4.78 -1.20
H 1.29 4.17 -2.54
H -0.75 2.94 -1.23
C 2.84 3.04 1.56
C 1.57 3.82 1.18
O 0.42 3.05 1.26
H 2.88 2.69 2.63
H 3.77 3.67 1.42
H 2.84 2.24 0.88
H 1.74 4.26 0.24
H 1.34 4.65 1.94
H 0.02 3.19 2.16
C 0.69 -0.69 3.06
O 0.86 -0.81 4.44
N 0.11 -1.65 2.36
N 0.94 0.41 2.32
H 0.02 -2.62 2.74
H -0.05 -1.57 1.28
H 1.27 1.20 2.91
H 0.78 0.47 1.28
C -3.17 -1.61 3.71
O -4.32 -1.14 4.27
N -2.47 -0.95 2.82
N -2.82 -2.82 4.08
H -2.68 0.02 2.66
H -1.50 -1.30 2.58
H -3.40 -3.32 4.82
H -1.81 -3.12 3.92
C 4.16 -3.22 -0.58
O 4.25 -2.82 -1.89
N 3.01 -3.14 0.04
N 5.17 -3.66 0.22
H 2.21 -3.11 -0.64
H 2.80 -3.63 0.93
H 6.02 -3.89 -0.29
H 5.11 -4.05 1.19
C -3.36 -3.40 0.41
O -3.98 -4.13 -0.56
N -2.89 -3.96 1.51
N -3.09 -2.13 0.38
H -3.12 -4.98 1.53
H -2.90 -3.62 2.47
H -3.43 -1.64 -0.43
H -2.89 -1.67 1.24
C 4.10 -0.75 2.32
O 4.13 0.10 3.38
N 3.07 -0.88 1.54
N 5.08 -1.53 1.99
H 2.23 -0.43 1.92
H 2.85 -1.62 0.79
H 5.94 -1.31 2.52
H 5.06 -2.13 1.13
C 4.10 0.26 -1.52
O 2.67 -0.06 -1.71
N 4.56 0.36 -0.35
N 4.99 0.45 -2.44
H 3.99 -0.07 0.44
H 5.56 0.50 -0.24
H 4.65 0.51 -3.40
H 6.02 0.41 -2.20
C -0.68 0.00 -0.27
O -1.85 0.71 0.05
N -0.57 -1.33 -0.25
N 0.46 0.60 -0.26
H -1.47 -1.78 -0.06
H 0.09 -1.90 -0.79
H 0.49 1.60 -0.02
H 1.31 0.24 -0.80
C -3.29 2.17 -3.09
O -4.04 2.53 -1.93
H -2.96 3.06 -3.61
H -3.95 1.54 -3.70
H -2.43 1.63 -2.67
H -3.48 2.74 -1.21
C -3.45 2.63 3.40
O -2.82 1.77 2.42
H -4.52 2.35 3.49
H -3.52 3.67 3.21
H -3.12 2.50 4.44
H -3.51 1.64 1.74
C -3.30 -1.15 -2.89
O -4.13 -0.71 -1.88
H -3.20 -2.30 -2.84
H -2.36 -0.78 -2.63
H -3.57 -0.78 -3.91
H -4.12 0.26 -1.86
C -2.65 4.50 0.26
O -2.07 3.26 -0.16
H -1.93 5.27 0.52
H -3.35 4.44 1.08
H -3.08 4.97 -0.62
H -1.70 2.80 0.61
C -0.08 -0.03 -3.67
O 0.50 0.77 -4.68
H 0.68 -0.58 -3.11
H -0.63 -0.89 -4.11
H -0.74 0.56 -3.05
H 1.35 0.43 -4.95

Computed properties:
HOMO energy (hartree): -0.3287
Lowest unoccupied orbital energy (eV): -0.222
Multiplicity: 1
ΔE to the lowest compared entry with this formula, charge and spin (kJ/mol): 385.0
Charge: 0

=====

# 2
# C18H66N14O15

15 unconnected molecules or ions with the total composition C18H66N14O15 (ωB97M-V/def2-TZVPD, the Open Molecules 2025 dataset).

CARTESIAN COORDINATES (ANGSTROEM)
C 2.80 -0.55 -2.33
C 3.71 -0.91 -1.16
O 3.18 -0.01 -0.18
H 3.03 0.41 -2.73
H 1.73 -0.71 -2.14
H 3.11 -1.13 -3.15
H 4.76 -0.67 -1.39
H 3.66 -1.94 -0.89
H 3.73 -0.09 0.65
C -1.84 2.93 4.90
C -0.84 1.87 4.70
O -1.25 1.14 3.59
H -1.90 3.64 4.10
H -1.68 3.52 5.81
H -2.92 2.68 4.92
H -0.55 1.21 5.51
H 0.09 2.34 4.40
H -0.90 1.69 2.89
C -4.06 2.36 0.39
C -3.52 2.91 1.75
O -3.68 4.28 1.95
H -4.30 1.27 0.34
H -3.38 2.61 -0.52
H -4.95 2.90 0.17
H -2.47 2.71 1.83
H -4.05 2.45 2.61
H -3.88 4.41 2.87
C -1.11 -0.44 -3.96
O -1.75 -0.27 -5.17
N -0.63 0.53 -3.27
N -0.90 -1.61 -3.40
H -1.11 1.33 -3.68
H -0.21 0.52 -2.33
H -1.36 -2.37 -3.84
H -0.27 -1.82 -2.62
C -3.78 -1.33 -1.53
O -4.80 -1.13 -0.64
N -3.98 -1.91 -2.68
N -2.55 -1.12 -1.28
H -4.91 -2.25 -2.89
H -3.21 -2.02 -3.35
H -2.40 -0.52 -0.45
H -1.81 -1.28 -1.96
C 2.93 -4.56 -0.58
O 2.82 -4.11 -1.83
N 2.11 -4.22 0.36
N 3.72 -5.47 -0.21
H 1.36 -3.57 0.10
H 2.00 -4.74 1.23
H 4.36 -5.79 -0.96
H 3.63 -6.01 0.64
C -0.30 -3.61 -1.34
O 0.05 -4.68 -2.05
N -1.37 -3.52 -0.62
N 0.45 -2.57 -1.23
H -1.96 -4.37 -0.75
H -1.95 -2.66 -0.59
H 1.33 -2.71 -1.70
H 0.24 -1.66 -0.70
C 3.35 -1.70 2.49
O 4.34 -0.80 2.92
N 3.74 -2.65 1.73
N 2.15 -1.75 2.91
H 4.72 -2.48 1.33
H 3.10 -3.38 1.29
H 1.90 -1.09 3.67
H 1.48 -2.46 2.59
C -1.14 3.74 -2.47
O -1.59 3.25 -3.67
N -1.90 4.33 -1.58
N 0.11 3.64 -2.10
H -2.91 4.41 -1.78
H -1.67 4.42 -0.55
H 0.76 3.26 -2.86
H 0.44 3.97 -1.16
C -0.17 0.46 0.06
O -1.52 0.67 0.47
N 0.42 1.20 -0.82
N 0.58 -0.51 0.41
H -0.05 2.07 -1.09
H 1.40 1.14 -1.15
H 0.36 -1.07 1.20
H 1.59 -0.54 0.14
C -1.02 -1.97 2.64
O -0.14 -2.80 1.95
H -1.21 -1.11 1.99
H -0.78 -1.73 3.65
H -1.95 -2.49 2.76
H -0.69 -3.14 1.19
C 1.74 1.79 -5.23
O 1.50 2.08 -3.90
H 2.40 0.89 -5.48
H 2.17 2.74 -5.55
H 0.81 1.59 -5.82
H 0.77 1.44 -3.71
C 3.28 3.03 -1.14
O 2.86 3.09 0.19
H 2.76 2.36 -1.73
H 4.39 2.89 -1.29
H 3.16 3.96 -1.57
H 2.92 2.21 0.55
C 2.37 1.54 2.93
O 3.62 1.56 2.26
H 2.44 1.08 3.94
H 1.78 0.89 2.40
H 1.89 2.49 2.92
H 4.26 1.02 2.74
C -4.21 -0.38 2.63
O -5.58 -0.21 2.74
H -3.70 0.23 1.93
H -3.96 -1.41 2.50
H -3.72 -0.18 3.63
H -5.87 -0.99 2.27

Computed properties:
HOMO energy (hartree): -0.3422
Lowest unoccupied orbital energy (eV): -0.309
Multiplicity: 1
ΔE to the lowest compared entry with this formula, charge and spin (kJ/mol): 349.3
Charge: 0

=====

Calculated frontier orbital gap (eV), listed in the same order as above: 8.7 9.0